No. 1
ORCA calculation (the ωB97M-V functional and the def2-TZVPD basis) on a molecular structure, C3H10N2O at a distorted geometry.

Values from the calculation:
LUMO energy   -0.117 Ha
Largest force on an atom   4.60 eV/A
Molar mass   90.13 g/mol
Frontier orbital gap   5.771 eV
Calculated total energy   -304.75876 Eh

Atoms and positions in Å:
H -4.44 0.21 1.19
H 4.49 -1.61 -1.28
H -0.09 0.47 2.00
N -3.87 0.48 0.39
H 2.99 -2.09 -0.65
N 3.51 -1.41 -1.17
C -0.35 0.54 0.95
H -2.62 0.77 0.46
H 0.57 -1.01 -0.20
H -1.21 1.57 -0.55
O 2.04 0.19 0.43
H -4.48 0.95 -0.28
H 3.33 -0.61 -0.55
H 0.64 0.49 -1.05
C -1.39 1.03 0.38
C 0.89 0.04 -0.07

***

No. 2
ORCA calculation (the ωB97M-V functional and the def2-TZVPD basis) on a molecular structure, C19H40InO6 at a distorted geometry.

Values from the calculation:
LUMO energy   0.076 Ha
Largest force on an atom   8.04 eV/A
Net charge   -1
Molar mass   479.34 g/mol
Frontier orbital gap   6.552 eV
Calculated total energy   -1389.35372 Eh

Atoms and positions in Å:
C 3.85 8.29 -0.72
O -1.14 0.04 0.38
H -2.34 -2.82 -0.75
H 2.45 -3.46 -0.68
C -1.39 5.11 -0.07
H -0.27 -5.51 0.23
C 2.11 -4.39 -1.13
O -2.91 5.08 2.10
H 5.24 9.97 -0.85
H -2.34 2.63 0.06
H -1.93 6.05 -0.57
H 1.28 -7.37 0.10
H 2.33 3.70 1.96
H 6.40 8.02 -1.71
H 5.63 6.47 0.80
In 0.64 5.75 0.70
H -2.58 0.44 1.82
H -0.18 -1.16 -1.02
C -2.38 4.44 1.05
C -1.83 -2.19 -0.02
C 0.20 -5.66 -0.75
O -3.06 -6.65 0.23
C 5.11 9.02 -0.32
H 2.89 3.96 0.08
H -1.22 4.28 -0.91
H -1.27 -0.67 2.30
C 2.51 -5.61 -0.32
H 5.10 9.22 0.76
H 3.63 8.43 -1.78
C -4.02 -7.08 -0.75
H 2.50 -4.45 -2.15
O 4.09 6.89 -0.50
C 1.98 3.91 0.84
H 5.86 5.86 -0.86
H -3.72 -6.67 -1.72
H -4.01 -8.18 -0.82
C 5.50 6.70 -0.27
H 2.49 -5.37 0.75
H -3.67 -1.23 0.52
C 1.40 -6.58 -0.64
C -5.37 -6.54 -0.31
O -2.76 3.00 0.89
C 6.18 8.00 -0.63
C -4.98 -5.27 0.40
O 0.68 -4.39 -1.21
H -3.02 -2.26 1.81
H -4.79 -4.48 -0.33
H 3.50 -5.98 -0.57
H -1.80 -0.57 -1.46
C -3.68 -5.67 1.07
H 1.31 2.97 0.52
H -6.05 -6.39 -1.14
H 7.11 8.16 -0.09
H -1.07 -2.79 0.48
C -1.19 -0.96 -0.64
H 2.98 8.60 -0.13
C -2.75 -1.58 1.01
H 1.45 6.86 -0.51
H -0.56 -6.05 -1.44
H -3.86 -6.13 2.05
H -3.00 -4.82 1.20
C -1.94 -0.39 1.49
H 1.60 -7.05 -1.61
H -5.73 -4.92 1.11
H -5.84 -7.24 0.40
H 0.62 6.65 2.25

***

No. 3
ORCA calculation (the ωB97M-V functional and the def2-TZVPD basis) on a molecular structure, C24H12CrF4N7O4.

Values from the calculation:
LUMO energy (spin up / spin down)   -0.173 / -0.232 Ha
Largest force on an atom   0.16 eV/A
Net charge   +1
Molar mass   590.39 g/mol
Frontier orbital gap (spin up / spin down)   7.096 / 5.749 eV
Multiplicity   5
Calculated total energy   -3049.69647 Eh
<S²>   6.058

Atoms and positions in Å:
H 1.85 2.80 1.30
C -3.13 -0.06 -2.70
H 3.08 1.52 4.08
C 2.03 0.90 2.24
C -0.52 1.78 -2.66
C -2.90 0.33 1.09
N -5.37 2.48 2.29
N -1.86 -0.13 1.26
F -3.22 3.51 -3.22
C -4.13 2.23 -1.51
C 2.86 -3.33 -0.94
C -3.42 2.32 -2.70
C 2.41 0.84 3.58
C 2.43 1.89 1.21
C -2.74 1.21 -3.20
Cr 0.06 -0.68 0.47
C -1.32 1.24 -3.63
C -4.08 0.99 0.65
N 1.37 -1.47 -0.80
H 2.30 1.49 0.20
C 2.98 -1.54 -2.54
H 2.86 -1.12 5.75
C 1.06 -3.20 0.84
C -4.79 1.81 1.55
H 0.52 -1.67 3.15
H 3.48 2.15 1.34
C 1.84 -0.84 5.50
N 1.36 0.21 -2.51
N -0.38 -0.46 -5.32
H 4.29 -3.23 -2.55
C 1.82 -2.67 -0.35
F -4.52 3.35 -0.92
H 3.38 -1.08 -3.43
F -3.87 -1.32 -0.89
C 1.90 -0.91 -1.91
C -4.16 1.02 -0.79
C -0.79 0.28 -4.55
H 3.17 -4.28 -0.54
O -0.97 2.82 -1.96
H 1.21 -1.73 5.57
N 1.07 -0.82 3.15
C 1.79 -0.26 4.13
C -3.77 -0.14 -1.50
C 3.46 -2.73 -2.05
N 1.20 -0.13 1.99
C 0.44 0.89 -1.94
O 0.02 0.83 -0.70
F -2.61 -1.17 -3.21
H 1.50 -0.11 6.23
O 0.03 -2.42 1.18
O 1.36 -4.22 1.40
H -0.56 2.82 -1.08

***

No. 4
ORCA calculation (the ωB97M-V functional and the def2-TZVPD basis) on 2 unconnected molecules or ions with the total composition C4H10N2.

Values from the calculation:
LUMO energy   0.034 Ha
SMILES   [H]/N=C/N.C=CC
Largest force on an atom   0.79 eV/A
Molar mass   86.14 g/mol
Frontier orbital gap   10.593 eV
Calculated total energy   -267.87267 Eh

Atoms and positions in Å:
H 2.95 0.00 1.24
H 0.06 -1.93 -0.62
N 2.08 0.44 0.96
H -0.04 -1.24 -2.28
H -2.51 0.67 -1.49
H 0.64 1.70 1.78
H -3.84 -0.65 -1.52
H -2.31 -2.38 -1.26
N 2.45 1.87 2.77
C -1.92 -1.37 -1.33
C 1.69 1.42 1.88
H 1.94 2.49 3.39
H -0.21 -0.23 -0.82
C -0.42 -1.20 -1.26
C -2.79 -0.38 -1.46
H 2.22 0.79 0.01

***

No. 5
ORCA calculation (the ωB97M-V functional and the def2-TZVPD basis) on 2 unconnected molecules or ions with the total composition CHNOS at a distorted geometry.

Values from the calculation:
LUMO energy (spin up / spin down)   -0.105 / -0.106 Ha
Largest force on an atom   2.85 eV/A
Molar mass   75.09 g/mol
Frontier orbital gap (spin up / spin down)   7.309 / 7.278 eV
Calculated total energy   -566.60274 Eh

Atoms and positions in Å:
S -2.57 0.45 -0.36
H 0.77 1.13 0.40
N 1.13 0.09 0.29
C 0.18 -0.90 0.44
O 0.49 -0.77 -0.77

***

No. 6
ORCA calculation (the ωB97M-V functional and the def2-TZVPD basis) on C5H8O in the gas phase.

Values from the calculation:
LUMO energy   0.038 Ha
SMILES   C=C[C@H](C)C=O
Largest force on an atom   0.51 eV/A
Molar mass   84.12 g/mol
Frontier orbital gap   10.765 eV
Calculated total energy   -270.51700 Eh

Atoms and positions in Å:
H -2.22 -1.62 -1.07
O -0.38 0.96 2.01
H -1.65 -1.08 0.60
H 0.81 1.31 -0.89
C 0.41 0.53 -0.23
H -0.47 -0.28 -2.12
H 2.26 0.39 0.90
C -1.53 -1.04 -0.48
H -1.12 1.99 0.44
C -0.41 1.23 0.83
H 1.18 -1.00 1.09
C -0.57 -0.31 -1.04
H 2.12 -0.81 -0.40
C 1.56 -0.27 0.37

***

No. 7
ORCA calculation (the ωB97M-V functional and the def2-TZVPD basis) on C17H27N3O6S in the gas phase at a distorted geometry.

Values from the calculation:
LUMO energy   -0.014 Ha
SMILES   COc1ccc([N+](=O)[O-])cc1N(CC(=O)NC(C(C)C)C(C)C)S(C)(=O)=O
Largest force on an atom   1.28 eV/A
Molar mass   401.49 g/mol
Frontier orbital gap   8.978 eV
Calculated total energy   -1677.79507 Eh

Atoms and positions in Å:
C 2.46 -3.55 3.14
H -0.39 4.11 -1.99
H -3.94 1.48 -3.12
H 2.96 -0.75 -2.43
H 3.35 1.35 3.24
H 2.90 -2.21 -1.42
O 3.31 -5.29 4.32
C -0.36 -0.79 0.67
C 2.26 1.46 3.30
H -3.72 3.29 -1.46
C -0.80 3.20 -1.56
C -1.33 2.31 -2.68
H 3.39 -3.01 4.98
C -4.10 2.32 -1.16
H -0.43 0.11 1.29
N 1.00 -1.30 0.61
C 2.36 -1.33 -1.74
O 3.32 -0.25 0.44
C -2.09 1.06 -2.16
H -3.78 2.12 -0.14
C -3.62 1.22 -2.11
H -3.94 -0.90 -2.40
H 1.97 2.39 2.81
H 1.40 -1.58 -2.16
H -0.48 1.25 -4.38
C 1.95 -0.84 2.81
H -2.03 2.88 -3.30
S 2.08 -0.33 -0.27
O -0.60 -1.28 -1.67
H 1.93 1.48 4.34
N -1.58 0.60 -0.89
C 2.87 -2.64 4.11
H -5.35 -0.04 -1.80
N 2.73 -4.95 3.31
C 2.62 -1.30 3.94
H 0.00 2.69 -1.03
H -5.19 2.36 -1.17
H -0.99 -1.58 1.09
H -1.88 0.23 -2.85
O 1.62 0.44 2.57
H -1.63 1.25 -0.12
H 2.96 -0.60 4.70
H 0.37 2.74 -3.94
C -0.15 1.87 -3.54
C 1.56 -1.77 1.82
C -0.83 -0.51 -0.76
O 2.36 -5.70 2.44
H 0.55 1.31 -2.93
C 1.82 -3.11 1.98
H -1.58 3.49 -0.85
H -4.01 -0.39 -0.71
C -4.27 -0.11 -1.73
O 1.42 0.90 -0.63
H 1.54 -3.82 1.22

***

No. 8
ORCA calculation (the ωB97M-V functional and the def2-TZVPD basis) on a molecular structure, C11H26N4O7Ti at a distorted geometry.

Values from the calculation:
LUMO energy (spin up / spin down)   -0.182 / -0.183 Ha
Largest force on an atom   4.22 eV/A
Net charge   +1
Molar mass   374.22 g/mol
Frontier orbital gap (spin up / spin down)   6.093 / 6.134 eV
Multiplicity   2
Calculated total energy   -2029.42607 Eh
<S²>   0.875

Atoms and positions in Å:
C -0.50 -1.97 1.98
C 1.27 1.86 3.29
C 0.30 3.14 -2.79
C 0.58 2.18 -1.70
N -1.77 -0.88 0.33
C 0.52 -1.41 -1.69
H 0.68 -2.60 3.63
H 3.71 2.78 -0.81
H -1.56 -0.30 -3.38
H -0.91 2.09 1.18
H 1.45 2.89 2.99
C 3.17 2.33 -1.64
C 1.85 1.83 -1.18
H 2.32 -0.71 1.44
H 1.41 1.79 4.37
C -1.77 -1.76 1.37
N 1.83 0.83 -0.25
H -0.40 0.48 3.34
H 2.02 1.24 2.80
H 0.62 -0.58 -4.54
H 0.40 -0.69 -2.94
H -2.80 -0.13 -1.10
H 3.77 1.52 -2.07
H -2.89 -3.39 2.16
O 2.91 0.48 0.39
H -0.15 2.60 -3.63
H -1.10 -2.63 3.92
N -0.48 1.48 -1.19
H -0.34 -3.88 2.92
C -3.03 -2.34 1.89
H -2.87 -1.15 -3.25
H 3.03 3.10 -2.41
C -0.14 1.46 2.95
H 1.56 -1.77 -1.65
H -0.85 2.20 3.34
O -1.65 1.98 -1.15
H -3.83 -2.28 1.14
H -0.16 -2.27 -1.82
O 1.76 -1.30 2.06
O -2.40 -0.37 -2.86
Ti 0.04 -0.22 -0.18
H 1.21 3.63 -3.13
O -3.00 -0.49 -0.17
C -0.30 -2.81 3.19
O -0.33 1.38 1.50
O 0.13 -0.14 -3.82
H -0.42 3.89 -2.45
N 0.53 -1.29 1.43
H -3.37 -1.83 2.81